Here is a gas-phase ion, C3H7BrN3 (charge +1) at a distorted geometry from the Open Molecules 2025 dataset. Energies are from ωB97M-V/def2-TZVPD.

## Properties
ΔE to the lowest compared entry with this formula, charge and spin: 65.0 kcal per mole
Gap between HOMO and LUMO (spin up / spin down): 9.1 / 9.1 eV
SMILES string: [H]/N=N/C(Br)=[NH+]/CC
E_HOMO (spin up / spin down): -14.660 / -14.660 eV
Charge: +1

XYZ file:
```
14
Properties=species:S:1:pos:R:3:forces:R:3
H 2.61052 -3.20737 0.47985 -0.629 -0.533 -0.837
N 2.26389 -2.60178 -0.30274 1.175 -0.009 0.341
N 1.46994 -1.86705 0.23012 -0.132 2.564 -0.230
C 1.08858 -0.52409 -0.37619 -2.216 -0.824 1.835
Br 2.20058 0.89779 0.12205 -0.442 -0.824 -0.578
N -0.22134 -0.35553 -0.54808 4.150 -2.460 -0.544
C -0.95969 0.84817 -0.61923 -1.936 0.085 -0.982
C -1.33270 1.36837 0.76127 -2.021 -1.451 2.292
H -0.64260 -1.25193 -0.81174 -0.415 0.454 0.342
H -0.37091 1.61977 -1.06152 0.552 0.268 -0.711
H -1.75410 0.54232 -1.36738 0.301 1.091 1.202
H -2.44748 1.36833 1.05788 1.586 -0.287 -0.937
H -0.85020 0.77402 1.62734 -0.442 0.998 -1.534
H -1.05450 2.38897 0.80838 0.469 0.929 0.342
```
Positions in Å, forces in eV/Å.